Entry 1:
11
Properties=species:S:1:pos:R:3 method="wB97M-V/def2-TZVPD" energy_ev=-7758.2667 charge=-1 e_homo_ev=-3.8764 homo_lumo_gap_ev=8.4 de_lowest_kj_mol=0.0
O 0.014 -1.255 -0.600
O 0.003 0.953 -1.077
N 1.826 -0.319 -1.565
C 0.502 -0.193 -1.047
C -1.303 0.344 1.699
H -1.886 -0.351 1.093
H -0.828 0.998 0.973
H 2.136 0.444 -2.142
H -1.915 0.928 2.388
H -0.588 -0.308 2.198
H 2.038 -1.243 -1.920

---

Entry 2:
25
Properties=species:S:1:pos:R:3 method="wB97M-V/def2-TZVPD" energy_ev=-75964.8747 charge=+1 e_homo_ev="-11.3185 / -11.5632" multiplicity=4 homo_lumo_gap_ev="7.6 / 7.6" de_lowest_kj_mol=0.0
V 1.220 0.251 0.258
Cl 1.463 -2.331 0.147
Cl 2.606 -0.527 2.150
S 2.309 2.252 -0.222
N 0.901 1.405 -2.491
N 2.603 2.859 -2.794
N -0.751 -0.086 0.767
N 0.300 0.698 -1.479
C -0.871 0.216 -1.621
C 2.318 -2.258 1.727
C -1.316 -0.307 1.961
C -2.632 -0.702 2.107
C 1.865 2.142 -1.943
C -3.388 -0.893 0.965
C -1.508 -0.246 -0.351
C -2.820 -0.659 -0.279
H 3.280 -2.744 1.631
H 2.377 2.851 -3.774
H 3.313 3.479 -2.450
H -1.410 0.295 -2.559
H -4.420 -1.211 1.037
H -0.680 -0.155 2.824
H 1.684 -2.698 2.484
H -3.397 -0.779 -1.186
H -3.048 -0.853 3.093

---

Entry 3:
94
Properties=species:S:1:pos:R:3 method="wB97M-V/def2-TZVPD" energy_ev=-131964.4163 charge=0 smiles=CC[C@@H](Br)c1c(CB(O)O)ccc2c1Nc1cc(CCF)c(CNC)c(CCCCCN)c1S2.c1ccccc1.c1ccccc1 e_homo_ev=-7.3924 homo_lumo_gap_ev=7.4 de_lowest_kj_mol=1916.5
Br -5.907 -1.525 1.516
S -1.379 1.895 -1.232
F 0.736 -0.473 5.333
O -1.674 -6.668 -1.756
O -1.670 -5.440 0.508
N 1.907 5.269 3.442
N 2.571 7.549 -2.907
N -3.085 0.436 1.196
C -1.581 -0.859 -2.632
C -4.305 -3.787 3.734
C 1.406 3.759 0.039
C 0.176 2.042 5.374
C -5.193 -9.132 -1.457
C -4.256 -2.686 1.214
C -6.569 -9.724 0.438
C -3.423 -4.583 -1.446
C 3.145 3.863 -1.973
C 6.200 3.354 -5.601
C -4.725 -8.013 -0.767
C 7.856 3.860 -3.916
C -0.863 2.043 0.602
C 2.115 2.851 -1.128
C -6.111 -9.989 -0.852
C -0.139 2.070 3.733
C -2.079 -2.421 -2.623
C 1.338 0.890 5.577
C 3.224 6.037 3.538
C -1.855 1.205 1.655
C -2.977 -2.986 -1.330
C 2.124 3.776 3.335
C 0.847 2.946 2.711
C -6.105 -8.602 1.126
C -3.354 -2.027 -0.014
C 6.994 2.305 -6.066
C -5.180 -7.750 0.525
C -3.410 -2.955 2.593
C 1.948 6.342 -2.238
C -2.803 -0.448 0.002
C -1.466 1.229 3.248
C 0.457 2.915 1.087
C -1.951 0.075 -1.336
C 8.653 2.815 -4.385
C 8.222 2.040 -5.461
C 6.632 4.132 -4.527
C 2.322 4.900 -2.972
B -2.227 -5.597 -0.882
H 0.709 4.589 -0.451
H 2.263 6.245 -1.115
H -4.299 -4.959 3.534
H -3.485 -4.806 -2.617
H -0.811 1.838 5.981
H 3.669 6.052 4.642
H -6.471 -10.865 -1.387
H -2.494 -3.682 2.353
H 3.093 5.182 -3.838
H 8.190 4.463 -3.076
H -2.940 -2.000 3.080
H -4.703 -3.744 0.888
H -1.779 -7.572 -1.334
H -7.287 -10.390 0.908
H 1.371 2.431 -1.944
H 2.745 8.230 -2.110
H 8.844 1.227 -5.828
H -3.857 -3.658 4.828
H 0.628 3.092 5.636
H 3.108 7.182 3.232
H 6.014 4.950 -4.166
H 0.763 6.475 -2.281
H 1.796 8.023 -3.462
H 1.818 0.968 6.654
H 4.059 5.576 2.837
H 1.387 4.408 -3.492
H -4.005 -7.347 -1.237
H 1.350 5.522 4.313
H 5.246 3.564 -6.076
H -5.438 -3.426 3.760
H -1.939 -6.234 1.064
H -6.463 -8.394 2.130
H -0.949 -0.458 -3.539
H -1.809 -3.135 -3.511
H 2.294 4.322 0.604
H 3.874 4.441 -1.260
H 3.062 3.601 2.632
H 3.821 3.202 -2.688
H -3.361 -0.142 2.020
H 2.447 3.402 4.416
H 2.216 1.027 4.799
H 6.656 1.697 -6.901
H 9.608 2.605 -3.912
H -4.842 -9.335 -2.465
H 2.765 1.971 -0.699
H -2.156 0.618 3.991
H -4.813 -6.879 1.062
H -4.481 -4.809 -1.001